{"formula": "C21H24N6O2", "method": "wB97M-V/def2-TZVPD", "elements": ["C", "C", "O", "C", "C", "C", "C", "N", "C", "O", "C", "C", "C", "N", "C", "N", "N", "N", "N", "C", "C", "C", "C", "C", "C", "C", "C", "C", "C", "H", "H", "H", "H", "H", "H", "H", "H", "H", "H", "H", "H", "H", "H", "H", "H", "H", "H", "H", "H", "H", "H", "H", "H"], "xyz": [[9.19, 1.09, -0.33], [7.88, 0.39, -0.02], [6.84, 1.13, -0.64], [5.56, 0.69, -0.51], [4.59, 1.47, -1.15], [3.26, 1.12, -1.08], [2.86, -0.01, -0.38], [1.49, -0.31, -0.35], [0.85, -1.34, 0.27], [1.40, -2.21, 0.91], [-0.67, -1.28, 0.12], [-1.24, -0.60, 1.37], [-2.76, -0.41, 1.22], [-3.36, -1.49, 0.46], [-3.84, -1.25, -0.78], [-3.70, -2.02, -1.84], [-4.34, -1.43, -2.83], [-4.87, -0.34, -2.47], [-4.61, -0.17, -1.16], [-5.19, 0.87, -0.42], [-5.30, 2.12, -1.02], [-5.90, 3.15, -0.32], [-6.38, 2.94, 0.97], [-6.28, 1.68, 1.54], [-5.69, 0.64, 0.85], [-2.66, -2.76, 0.61], [-1.25, -2.70, 0.00], [3.82, -0.79, 0.26], [5.16, -0.44, 0.19], [10.02, 0.55, 0.13], [9.35, 1.14, -1.40], [9.17, 2.11, 0.06], [7.90, -0.64, -0.42], [7.72, 0.34, 1.06], [4.91, 2.35, -1.69], [2.52, 1.73, -1.58], [0.91, 0.34, -0.87], [-0.94, -0.69, -0.76], [-1.01, -1.23, 2.24], [-0.77, 0.37, 1.54], [-2.95, 0.54, 0.72], [-3.22, -0.37, 2.21], [-4.93, 2.27, -2.02], [-5.99, 4.13, -0.77], [-6.85, 3.75, 1.51], [-6.67, 1.51, 2.53], [-5.63, -0.34, 1.29], [-3.25, -3.53, 0.12], [-2.62, -2.96, 1.68], [-0.59, -3.39, 0.52], [-1.30, -2.98, -1.05], [3.52, -1.66, 0.80], [5.88, -1.06, 0.69]], "total_energy_ev": -35201.598, "smiles": "CCOc1ccc(NC(=O)C2CCN(c3nnnn3-c3ccccc3)CC2)cc1", "homo_lumo_gap_ev": 8.468, "charge": 0, "de_lowest_kcal_mol": 45.78, "fmax_ha_per_bohr": 0.03330}

{"formula": "C10H16", "method": "wB97M-V/def2-TZVPD", "elements": ["C", "C", "C", "C", "C", "C", "C", "H", "H", "H", "H", "H", "H", "H", "H", "C", "C", "C", "H", "H", "H", "H", "H", "H", "H", "H"], "xyz": [[-2.25, -0.61, 0.19], [-1.52, 0.73, -0.35], [-1.76, 1.20, -1.61], [-1.26, 2.33, -2.18], [-0.70, 3.26, -1.27], [-0.41, 2.83, 0.08], [-0.71, 1.50, 0.51], [-2.83, -1.11, -0.54], [-2.92, -0.34, 0.97], [-1.61, -1.34, 0.72], [-2.40, 0.60, -2.37], [-1.44, 2.71, -3.21], [-0.27, 4.23, -1.50], [0.06, 3.55, 0.72], [-0.51, 1.20, 1.45], [1.41, -0.77, 1.15], [2.23, -2.03, 1.16], [1.98, -2.98, 0.08], [0.35, -0.73, 1.32], [1.59, -0.15, 0.23], [1.83, -0.06, 1.88], [3.31, -1.73, 1.21], [2.26, -2.57, 2.08], [1.10, -2.64, -0.53], [2.83, -3.14, -0.57], [1.64, -3.95, 0.41]], "total_energy_ev": -10627.997, "smiles": "Cc1ccccc1.CCC", "homo_lumo_gap_ev": 10.015, "charge": 0, "de_lowest_kcal_mol": 40.28, "fmax_ha_per_bohr": 0.09481}

{"formula": "C41H36F15GeHfN4OS", "method": "wB97M-V/def2-TZVPD", "elements": ["Hf", "C", "C", "C", "C", "C", "C", "C", "C", "C", "C", "N", "C", "C", "C", "C", "C", "N", "H", "H", "H", "H", "H", "H", "H", "H", "H", "H", "H", "H", "H", "H", "H", "H", "H", "C", "C", "C", "O", "C", "H", "H", "H", "H", "H", "H", "H", "H", "N", "C", "C", "N", "C", "C", "H", "H", "H", "H", "H", "H", "H", "H", "H", "H", "H", "F", "C", "C", "C", "F", "C", "F", "C", "F", "C", "F", "Ge", "S", "C", "C", "F", "C", "F", "C", "F", "C", "F", "C", "F", "C", "C", "F", "C", "F", "C", "F", "C", "F", "C", "F"], "xyz": [[-0.07, -0.81, 0.19], [4.17, -3.06, 2.95], [3.80, -1.74, 2.27], [2.96, -0.85, 3.15], [3.57, -0.12, 4.17], [2.82, 0.60, 5.08], [1.44, 0.61, 4.99], [0.78, -0.10, 3.99], [-0.73, -0.14, 3.98], [-1.29, -1.24, 4.88], [1.56, -0.81, 3.08], [0.86, -1.57, 2.05], [0.56, -2.81, 2.35], [-0.35, -3.48, 1.53], [-1.10, -4.62, 1.74], [-2.18, -4.55, 0.83], [-2.04, -3.39, 0.12], [-0.90, -2.71, 0.50], [4.82, -3.66, 2.31], [3.28, -3.65, 3.18], [4.69, -2.88, 3.88], [3.26, -1.94, 1.34], [4.71, -1.20, 2.01], [4.65, -0.15, 4.26], [3.31, 1.15, 5.87], [0.85, 1.15, 5.72], [-1.12, -0.29, 2.97], [-1.11, 0.83, 4.30], [-0.97, -2.23, 4.55], [-2.37, -1.22, 4.90], [-0.93, -1.12, 5.91], [0.91, -3.25, 3.28], [-0.93, -5.37, 2.49], [-3.00, -5.26, 0.74], [-2.73, -2.96, -0.59], [3.97, 0.44, -1.27], [4.16, -1.08, -1.28], [2.75, -1.59, -1.32], [1.92, -0.60, -0.59], [2.76, 0.64, -0.39], [3.79, 0.82, -2.27], [4.84, 0.96, -0.86], [4.67, -1.41, -0.37], [4.74, -1.42, -2.13], [2.61, -2.55, -0.82], [2.38, -1.62, -2.35], [2.99, 0.68, 0.67], [2.14, 1.48, -0.70], [-1.21, -3.32, -4.55], [-1.59, -1.88, -4.37], [-1.62, -1.53, -2.89], [-0.33, -1.79, -2.21], [0.02, -3.21, -2.41], [0.10, -3.62, -3.87], [-1.15, -3.55, -5.55], [-1.94, -3.93, -4.17], [-2.57, -1.73, -4.84], [-0.85, -1.30, -4.92], [-2.40, -2.11, -2.39], [-1.90, -0.49, -2.78], [0.37, -1.21, -2.68], [-0.73, -3.82, -1.89], [0.97, -3.45, -1.94], [0.31, -4.68, -3.98], [0.86, -3.05, -4.42], [-4.24, 1.53, 1.57], [-4.45, 2.75, 1.06], [-3.57, 3.29, 0.13], [-3.85, 4.58, -0.30], [-3.02, 5.17, -1.17], [-4.96, 5.29, 0.12], [-5.18, 6.51, -0.34], [-5.83, 4.71, 1.03], [-6.88, 5.37, 1.45], [-5.56, 3.43, 1.50], [-6.37, 2.87, 2.39], [-2.00, 2.38, -0.57], [-2.24, 0.20, -0.02], [-0.26, 3.07, 0.09], [0.21, 4.31, -0.34], [-0.42, 4.95, -1.32], [1.34, 4.92, 0.18], [1.73, 6.09, -0.27], [2.07, 4.28, 1.17], [3.16, 4.82, 1.67], [1.68, 3.01, 1.58], [2.43, 2.32, 2.43], [0.55, 2.46, 1.02], [0.31, 1.12, 1.37], [-1.75, 2.30, -2.52], [-0.64, 1.63, -3.01], [0.21, 0.97, -2.15], [-0.35, 1.49, -4.35], [0.71, 0.75, -4.73], [-1.20, 2.05, -5.29], [-0.95, 1.91, -6.58], [-2.34, 2.72, -4.85], [-3.18, 3.23, -5.73], [-2.60, 2.82, -3.49], [-3.73, 3.40, -3.13]], "total_energy_ev": -160505.522, "homo_lumo_gap_ev": 7.118, "charge": 3, "de_lowest_kcal_mol": 1.60, "fmax_ha_per_bohr": 0.01607}

{"formula": "C28H52OP2Ti", "method": "wB97M-V/def2-TZVPD", "elements": ["Ti", "C", "C", "C", "C", "C", "C", "H", "H", "H", "C", "H", "H", "H", "C", "H", "H", "H", "C", "H", "H", "H", "C", "H", "H", "H", "C", "C", "C", "C", "C", "C", "C", "C", "H", "H", "H", "H", "H", "H", "H", "H", "H", "H", "H", "H", "P", "P", "C", "C", "H", "H", "H", "H", "C", "H", "H", "H", "C", "H", "H", "H", "C", "H", "H", "H", "C", "H", "H", "H", "C", "C", "C", "C", "O", "H", "H", "H", "H", "H", "H", "H", "H", "H"], "xyz": [[0.04, -0.34, 1.47], [-0.52, -2.44, 2.26], [0.86, -2.51, 1.87], [0.70, -0.97, 3.61], [-0.61, -1.51, 3.37], [1.61, -1.59, 2.69], [-1.67, -3.23, 1.74], [-1.44, -3.68, 0.78], [-2.56, -2.58, 1.63], [-1.94, -4.04, 2.43], [-1.82, -1.32, 4.22], [-2.73, -1.39, 3.61], [-1.80, -0.35, 4.72], [-1.89, -2.10, 5.00], [1.07, -0.05, 4.72], [1.06, -0.57, 5.69], [0.36, 0.79, 4.79], [2.07, 0.35, 4.57], [3.09, -1.43, 2.70], [3.54, -1.97, 3.53], [3.37, -0.37, 2.82], [3.54, -1.82, 1.78], [1.47, -3.50, 0.94], [1.95, -4.33, 1.48], [2.26, -3.03, 0.33], [0.72, -3.94, 0.28], [-1.66, 0.62, -4.09], [-1.66, -0.73, -4.08], [-0.86, -1.61, -4.99], [0.61, -1.19, -5.24], [1.32, -0.58, -4.07], [1.46, 0.75, -3.90], [0.63, 1.81, -4.57], [-0.83, 1.46, -5.00], [-1.36, -1.68, -5.98], [0.65, -0.52, -6.11], [-0.87, -2.64, -4.58], [-0.81, 1.05, -6.02], [-2.40, 1.16, -3.49], [-2.42, -1.27, -3.49], [-1.36, 2.43, -5.08], [0.59, 2.69, -3.90], [2.33, 1.13, -3.36], [1.15, 2.15, -5.49], [1.16, -2.10, -5.52], [1.89, -1.28, -3.45], [-1.11, -0.44, -0.68], [1.97, 0.76, 0.22], [-0.36, 1.05, -1.46], [0.87, 1.77, -0.87], [-1.15, 1.79, -1.64], [-0.09, 0.66, -2.44], [1.51, 2.12, -1.69], [0.54, 2.66, -0.31], [2.95, 2.01, 1.10], [3.71, 1.52, 1.72], [2.31, 2.61, 1.76], [3.45, 2.68, 0.38], [3.12, -0.08, -0.90], [3.52, 0.62, -1.64], [2.63, -0.92, -1.42], [3.96, -0.50, -0.31], [-2.90, -0.34, -0.92], [-3.37, -1.12, -0.30], [-3.20, -0.47, -1.97], [-3.26, 0.64, -0.57], [-0.44, -1.95, -1.48], [0.59, -2.14, -1.16], [-0.44, -1.86, -2.58], [-1.05, -2.81, -1.19], [-2.16, 2.14, 3.87], [-1.40, 2.36, 2.58], [-2.39, 2.87, 1.54], [-0.27, 3.36, 2.76], [-0.84, 1.10, 2.14], [-2.61, 3.08, 4.21], [-1.49, 1.78, 4.67], [-2.95, 1.40, 3.72], [-2.85, 3.82, 1.88], [-1.90, 3.06, 0.58], [-3.20, 2.15, 1.38], [0.51, 2.96, 3.42], [0.18, 3.62, 1.79], [-0.66, 4.28, 3.22]], "total_energy_ev": -73616.150, "homo_lumo_gap_ev": [8.182, 8.493], "s2": 0.755, "charge": 1, "de_lowest_kcal_mol": 22.37, "spin_multiplicity": 2, "fmax_ha_per_bohr": 0.04588}

{"formula": "C23H36P2Pd", "method": "wB97M-V/def2-TZVPD", "elements": ["P", "P", "C", "C", "H", "H", "H", "H", "C", "H", "H", "H", "C", "H", "H", "H", "C", "H", "H", "H", "C", "H", "H", "H", "Pd", "C", "C", "C", "C", "C", "C", "C", "C", "C", "H", "H", "H", "H", "H", "H", "H", "H", "H", "H", "H", "H", "H", "H", "H", "C", "C", "C", "C", "C", "C", "C", "C", "H", "H", "H", "H", "H"], "xyz": [[-2.02, 1.49, -3.01], [2.26, -0.82, -1.67], [0.42, 0.44, -2.99], [0.94, -0.94, -2.86], [1.18, 1.23, -3.23], [-0.29, 0.37, -3.83], [0.15, -1.59, -2.46], [1.24, -1.35, -3.83], [3.35, 0.57, -1.87], [3.83, 0.70, -0.89], [2.78, 1.49, -2.06], [4.10, 0.39, -2.65], [2.96, -2.44, -1.46], [4.00, -2.43, -1.83], [2.37, -3.17, -2.04], [2.93, -2.70, -0.39], [-2.46, 3.13, -2.30], [-2.73, 3.05, -1.24], [-3.25, 3.59, -2.89], [-1.54, 3.72, -2.33], [-3.03, 0.00, -2.99], [-2.42, -0.84, -3.34], [-3.89, 0.13, -3.66], [-3.39, -0.26, -1.98], [-0.24, 1.61, -1.57], [1.00, 0.43, -5.67], [1.80, 1.35, -5.05], [1.84, 2.80, -5.36], [0.45, 3.41, -5.66], [-0.58, 3.13, -4.66], [-1.58, 2.06, -4.70], [-1.46, 1.00, -5.88], [-0.13, 0.72, -6.60], [-1.37, 1.09, 0.12], [1.23, -0.63, -5.60], [2.61, 0.99, -4.41], [2.51, 2.96, -6.22], [2.31, 3.33, -4.52], [0.62, 4.50, -5.64], [0.16, 3.22, -6.70], [-0.84, 4.00, -4.06], [-2.65, 2.40, -4.85], [-2.11, 1.44, -6.64], [-1.92, 0.04, -5.60], [-0.30, -0.21, -7.18], [0.15, 1.46, -7.38], [-0.77, 0.44, 0.77], [-2.28, 0.58, -0.19], [-1.59, 2.04, 0.60], [1.31, -0.22, -0.26], [1.31, -0.66, 0.92], [1.44, -1.21, 2.21], [2.57, -0.89, 3.01], [2.67, -1.41, 4.30], [1.67, -2.26, 4.78], [0.59, -2.64, 3.97], [0.48, -2.13, 2.69], [3.34, -0.24, 2.59], [3.53, -1.14, 4.91], [1.74, -2.64, 5.80], [-0.17, -3.32, 4.35], [-0.33, -2.43, 2.03]], "total_energy_ev": -46480.733, "homo_lumo_gap_ev": [4.859, 4.565], "s2": 2.099, "charge": 0, "de_lowest_kcal_mol": 90.86, "spin_multiplicity": 3, "fmax_ha_per_bohr": 0.09617}